--- 1 ---
Molecular formula: C3H11O3
Method: DFT, the ωB97M-V functional and the def2-TZVPD basis

Calculated values
HOMO energy: -4.01 eV
Kohn-Sham gap: 8.053 eV
Total charge: -1
Molecular weight: 95.12 g/mol
LUMO: 4.0 eV

CARTESIAN COORDINATES (ANGSTROEM)
C  1.08377  0.12721  -0.39674
O  1.14545  0.18215  0.91286
C  -0.39667  -0.15549  -0.87754
C  -0.67283  -0.27671  -2.40885
H  1.70836  -0.63783  -0.93767
H  1.61471  1.06117  -0.96092
H  -1.02427  0.62876  -0.38058
H  -0.86219  -1.01855  -0.33335
H  -0.33014  0.52326  -3.06520
H  -1.75396  -0.38203  -2.42983
H  -0.36556  -1.33708  -2.76491
H  0.06329  2.03908  2.87260
H  0.30102  1.23383  1.51880
O  -0.38785  2.01547  1.98152
H  0.45662  -0.88850  2.04284
H  -0.57521  -1.81616  2.38761
O  -0.00454  -1.29859  2.83935

--- 2 ---
Molecular formula: C3H11O3
Method: DFT, the ωB97M-V functional and the def2-TZVPD basis

Calculated values
HOMO energy: -3.20 eV
Kohn-Sham gap: 7.431 eV
Total charge: -1
Molecular weight: 95.12 g/mol
LUMO: 4.2 eV

CARTESIAN COORDINATES (ANGSTROEM)
C  -0.57318  0.77654  0.59932
O  -0.97498  0.15186  -0.57778
C  0.96515  0.62131  0.76154
C  1.69911  1.63401  -0.12119
H  -0.88741  1.84313  0.58175
H  -1.05297  0.35178  1.50133
H  1.33776  0.70427  1.79818
H  1.12889  -0.43482  0.53040
H  2.76761  1.37979  -0.17151
H  1.26663  1.48676  -1.10955
H  1.54001  2.63978  0.26231
H  -2.83717  -2.38745  0.40245
H  -2.29185  -1.09800  -0.09992
O  -3.07441  -1.68428  -0.17952
H  0.17956  -1.26487  -1.17427
H  0.32091  -2.52719  -1.93877
O  0.48635  -2.19259  -1.06476

Preferred: 2; penalty for the next structure: 13.1 kcal/mol.

--- 1 ---
Molecular formula: C7H17N2O
Method: DFT, the ωB97M-V functional and the def2-TZVPD basis

Calculated values
HOMO energy: -12.95 eV
Kohn-Sham gap: 10.137 eV
Total charge: +1
Molecular weight: 145.23 g/mol
LUMO: -2.8 eV

CARTESIAN COORDINATES (ANGSTROEM)
C  2.23685  0.90452  1.17869
C  0.79149  0.28179  1.24706
C  -0.14519  1.30581  0.75452
N  -1.31631  0.56884  0.12329
C  -2.16913  1.40405  -0.59939
C  -0.37667  -0.46873  -0.62054
C  -1.21073  -1.53594  -1.16270
O  0.26031  0.25423  -1.53939
N  0.45168  -0.91665  0.43873
C  1.50670  -1.86146  0.34351
H  2.35890  1.02143  0.17253
H  2.85344  0.02096  1.55513
H  2.33767  1.74885  1.83367
H  0.64211  -0.05573  2.35323
H  -0.61415  1.96775  1.60621
H  0.26424  2.02028  0.02226
H  -1.81013  -0.01714  0.85293
H  -1.70043  1.54746  -1.53872
H  -3.15572  0.98001  -0.69916
H  -2.18462  2.49267  -0.12167
H  -2.16514  -1.19653  -1.66267
H  -1.42445  -2.41869  -0.60228
H  -0.68622  -1.78615  -2.12090
H  0.02333  0.16751  -2.50705
H  1.30859  -2.44761  -0.54624
H  2.44233  -1.34394  0.13853
H  1.48123  -2.63758  1.10041

--- 2 ---
Molecular formula: C7H17N2O
Method: DFT, the ωB97M-V functional and the def2-TZVPD basis

Calculated values
HOMO energy (spin up / spin down): -11.13 / -11.22 eV
Kohn-Sham gap (spin up / spin down): 7.886 / 8.309 eV
Total charge: +1
Molecular weight: 145.23 g/mol
LUMO (spin up / spin down): -3.2 / -2.9 eV

CARTESIAN COORDINATES (ANGSTROEM)
C  -0.82916  0.36200  -1.34918
C  -2.34845  0.08218  -0.96394
C  -1.97663  -0.54613  1.20895
C  0.10343  -0.22005  -0.36680
C  1.07057  -2.25721  0.58302
C  2.19126  1.04937  -0.47728
C  0.37666  1.89727  0.91451
N  0.70714  -1.46233  -0.58151
N  1.02235  0.69322  0.35851
O  -2.55366  0.34355  0.38094
H  -0.71132  -0.06778  -2.34309
H  -0.71839  1.44098  -1.41777
H  -2.99208  0.74539  -1.54016
H  -2.57556  -0.96214  -1.20435
H  -2.08018  -1.59810  0.98619
H  -1.89443  -0.23093  2.23349
H  2.03096  -1.92636  0.98670
H  0.30779  -2.19576  1.36985
H  1.18639  -3.29588  0.28725
H  1.85637  1.61920  -1.34226
H  2.89977  1.64538  0.09358
H  2.67606  0.14001  -0.82662
H  -0.61719  1.64615  1.28768
H  0.97871  2.30167  1.72952
H  0.28054  2.66219  0.14250
H  0.23812  -2.00105  -1.29539
H  1.37094  0.13516  1.14566

Preferred: 1; penalty for the next structure: 35.1 kcal/mol.

--- 1 ---
Molecular formula: C28H42N6O2S2
Method: DFT, the ωB97M-V functional and the def2-TZVPD basis

Calculated values
HOMO energy: -8.16 eV
Kohn-Sham gap: 8.587 eV
Total charge: 0
Molecular weight: 558.82 g/mol
LUMO: 0.4 eV

CARTESIAN COORDINATES (ANGSTROEM)
C  -2.05349  0.66911  -4.88458
S  -3.08569  1.40793  -3.61232
O  -4.50984  1.11266  -3.92049
C  -2.64750  0.18115  -2.36830
H  -1.03110  0.80656  -4.53010
H  -2.22479  1.16822  -5.83639
H  -2.24469  -0.39676  -5.02155
H  -3.17930  0.39917  -1.44942
H  -1.57245  0.12771  -2.17660
H  -2.88065  -0.78743  -2.81290
C  -0.30142  -5.51251  -0.60854
S  1.44398  -5.94337  -0.78378
O  1.51307  -7.40692  -0.52687
C  1.51173  -5.77709  -2.57626
H  -0.62740  -5.84996  0.36953
H  -0.84542  -6.00336  -1.41600
H  -0.44870  -4.43673  -0.72473
H  1.25776  -4.76495  -2.88703
H  0.85129  -6.53019  -3.00398
H  2.53456  -6.03210  -2.84919
N  3.36463  4.00862  3.23254
C  2.01497  4.16504  3.40844
C  1.38594  3.38739  2.47657
C  2.39774  2.69471  1.74067
C  3.60332  3.12279  2.21144
H  4.07713  4.47302  3.76500
H  1.64171  4.82199  4.17594
H  0.32568  3.27880  2.30293
H  2.21483  1.92940  1.00450
H  4.61248  2.83924  1.96807
N  0.17934  1.04330  4.31541
C  0.48953  -0.22661  3.94063
C  0.29711  -1.04849  5.01840
C  -0.15418  -0.22375  6.08706
C  -0.24944  1.04415  5.61591
H  0.19579  1.80750  3.66276
H  0.77750  -0.43527  2.92251
H  0.42060  -2.11762  5.01150
H  -0.41519  -0.59523  7.06452
H  -0.56621  1.97048  6.06441
N  3.71858  2.36345  -1.54961
C  2.55586  2.15706  -2.25625
C  2.12111  0.88715  -1.97016
C  3.05133  0.31316  -1.05744
C  4.04056  1.24360  -0.83806
H  4.25061  3.21220  -1.60880
H  2.20094  2.93696  -2.90647
H  1.22587  0.39095  -2.30929
H  2.99195  -0.64925  -0.57713
H  4.89874  1.17514  -0.19279
N  -2.77845  2.54933  4.18260
C  -2.29539  3.78595  3.87135
C  -2.67978  4.09794  2.59692
C  -3.36993  2.95076  2.09414
C  -3.36494  2.00445  3.06834
H  -2.79018  2.10446  5.08252
H  -1.73461  4.35306  4.59799
H  -2.50764  5.04131  2.11001
H  -3.78964  2.85219  1.10589
H  -3.73599  0.99500  3.06607
N  0.18453  -1.84212  -5.54024
C  -0.75883  -2.82030  -5.69752
C  -1.07913  -3.27930  -4.44968
C  -0.32745  -2.52818  -3.50401
C  0.42062  -1.63249  -4.21665
H  0.60175  -1.30386  -6.27789
H  -1.04943  -3.17411  -6.67061
H  -1.70491  -4.13012  -4.23255
H  -0.31127  -2.72226  -2.44478
H  1.03393  -0.82431  -3.85405
N  -0.95673  0.57482  1.28949
C  -1.74374  -0.52042  1.09440
C  -1.09425  -1.34421  0.21727
C  0.13953  -0.73060  -0.11962
C  0.18927  0.45959  0.55330
H  -1.20675  1.37576  1.84594
H  -2.70848  -0.60665  1.56030
H  -1.49095  -2.28400  -0.13320
H  0.87395  -1.06729  -0.83485
H  0.90616  1.26457  0.53543

--- 2 ---
Molecular formula: C28H42N6O2S2
Method: DFT, the ωB97M-V functional and the def2-TZVPD basis

Calculated values
HOMO energy: -8.19 eV
Kohn-Sham gap: 8.285 eV
Total charge: 0
Molecular weight: 558.82 g/mol
LUMO: 0.1 eV

CARTESIAN COORDINATES (ANGSTROEM)
C  14.53411  1.53774  6.20404
S  13.56503  0.24936  7.09859
O  12.15431  -0.00432  6.56016
C  14.51575  -1.25188  6.60054
H  14.03899  2.48805  6.40373
H  14.51952  1.31765  5.13658
H  15.54206  1.57466  6.61727
H  14.14253  -1.48133  5.60246
H  14.36894  -2.02941  7.35019
H  15.55819  -0.94684  6.50914
C  22.03752  -10.09478  7.75468
S  21.78041  -8.77855  8.98448
O  23.05360  -8.67613  9.85614
C  21.99339  -7.34167  7.87638
H  21.15599  -10.33022  7.15840
H  22.44262  -10.94031  8.31062
H  22.85648  -9.81891  7.09037
H  21.37529  -7.45280  6.98548
H  22.97949  -7.38362  7.41386
H  21.81230  -6.46676  8.50076
N  13.88232  -2.42299  16.74748
C  14.36085  -1.95599  15.57314
C  13.47250  -1.05021  15.13185
C  12.46772  -0.91246  16.13713
C  12.71996  -1.85811  17.12372
H  14.41218  -3.14249  17.21830
H  15.30172  -2.36377  15.23420
H  13.50336  -0.42978  14.24838
H  11.56644  -0.32211  16.21188
H  12.21317  -2.11474  18.04226
N  20.20959  3.28982  13.62775
C  20.21848  3.86953  12.39314
C  21.50477  4.27707  12.10553
C  22.38861  3.82002  13.07302
C  21.52108  3.18827  14.01665
H  19.37947  2.90814  14.05826
H  19.30240  4.04259  11.84792
H  21.75862  4.88708  11.25123
H  23.45834  3.92287  12.96572
H  21.84117  2.60616  14.86816
N  18.62143  -2.14772  9.08687
C  18.46425  -1.23773  10.12134
C  18.31539  -1.99766  11.25518
C  18.44406  -3.31792  10.92980
C  18.60497  -3.38393  9.54626
H  18.87929  -1.90918  8.13992
H  18.44246  -0.19231  9.85113
H  18.05579  -1.58021  12.21681
H  18.39516  -4.27040  11.43653
H  18.84344  -4.16608  8.84072
N  17.12761  -1.96529  2.57195
C  17.30053  -3.27553  2.95421
C  18.38532  -3.31554  3.81290
C  18.92564  -1.98938  3.98569
C  18.11255  -1.18267  3.24751
H  16.50625  -1.68715  1.82586
H  16.73241  -4.11034  2.57118
H  18.78324  -4.19006  4.30613
H  19.69251  -1.70431  4.69069
H  18.29252  -0.14622  3.00301
N  23.18509  -0.67980  9.44447
C  23.48920  -1.73123  8.61669
C  24.58822  -1.40939  7.83877
C  25.02012  -0.11698  8.25095
C  24.09405  0.31646  9.16367
H  22.44458  -0.57999  10.12401
H  22.91016  -2.63753  8.71547
H  25.05997  -2.05524  7.11301
H  25.86680  0.38992  7.81209
H  23.94102  1.20213  9.76248
N  15.44570  -7.08193  6.49199
C  15.98588  -8.23048  5.82050
C  16.81064  -8.84168  6.65698
C  16.79746  -8.10822  7.84373
C  15.96213  -7.01613  7.76104
H  14.76409  -6.46138  6.07917
H  15.79998  -8.34751  4.76308
H  17.51779  -9.65152  6.55456
H  17.42852  -8.30847  8.69699
H  15.74787  -6.19830  8.43307

Preferred: 1; penalty for the next structure: 55.2 kcal/mol.

--- 1 ---
Molecular formula: CH2NO2S2
Method: DFT, the ωB97M-V functional and the def2-TZVPD basis

Calculated values
HOMO energy: -3.95 eV
Kohn-Sham gap: 7.365 eV
Total charge: -1
Molecular weight: 124.17 g/mol
LUMO: 3.4 eV

CARTESIAN COORDINATES (ANGSTROEM)
C  1.76606  0.77416  0.17936
N  -0.05701  0.24298  0.16598
O  1.62439  -1.75569  0.86257
O  2.63174  -0.97836  -1.22635
S  2.27969  2.28665  -0.06307
S  2.64008  -0.86200  0.30708
H  0.12413  -0.41312  0.87563
H  -0.08258  -0.35163  -0.65751

--- 2 ---
Molecular formula: CH2NO2S2
Method: DFT, the ωB97M-V functional and the def2-TZVPD basis

Calculated values
HOMO energy: -4.48 eV
Kohn-Sham gap: 7.773 eV
Total charge: -1
Molecular weight: 124.17 g/mol
LUMO: 3.3 eV

CARTESIAN COORDINATES (ANGSTROEM)
C  -0.82315  -2.72428  0.53490
N  -0.60029  -1.61094  0.22129
O  0.72320  0.79417  -0.14039
O  0.65475  2.57544  -1.66977
S  -1.31961  -4.18813  0.85140
S  0.09227  2.18569  -0.42693
H  1.05948  3.14364  0.62795
H  0.21335  -0.17559  0.00155

Preferred: 2; penalty for the next structure: 32.5 kcal/mol.

--- 1 ---
Molecular formula: C2H6N2O
Method: DFT, the ωB97M-V functional and the def2-TZVPD basis

Calculated values
HOMO energy: -9.06 eV
Kohn-Sham gap: 9.795 eV
Total charge: 0
Molecular weight: 74.08 g/mol
LUMO: 0.7 eV

CARTESIAN COORDINATES (ANGSTROEM)
C  -1.22558  -0.89443  -0.51937
N  -0.21944  -0.99943  0.49183
C  0.69898  -0.08203  0.94523
N  0.66844  1.31558  0.51115
O  0.67440  1.20424  -0.91964
H  -1.89081  0.11697  -0.33175
H  -1.76364  -1.79217  -0.28311
H  -0.74470  -1.01141  -1.38971
H  1.28869  -0.46456  1.66401
H  1.24868  2.12598  0.86809
H  1.26497  0.48127  -1.03674

--- 2 ---
Molecular formula: C2H6N2O
Method: DFT, the ωB97M-V functional and the def2-TZVPD basis

Calculated values
HOMO energy: -10.05 eV
Kohn-Sham gap: 10.920 eV
Total charge: 0
Molecular weight: 74.08 g/mol
LUMO: 0.9 eV

CARTESIAN COORDINATES (ANGSTROEM)
N  0.05191  1.43809  -0.09230
C  -0.15568  0.32281  0.67530
C  0.61876  -0.91385  0.15065
N  0.16778  -1.39585  -0.98197
O  -1.01006  -0.89819  -1.41540
H  1.00207  1.53055  -0.01797
H  0.05875  1.06083  -1.06708
H  0.34414  0.46516  1.55689
H  -1.20741  0.21914  1.13926
H  1.42264  -1.44909  0.80354
H  -1.29290  -0.37960  -0.75092

--- 3 ---
Molecular formula: C2H6N2O
Method: DFT, the ωB97M-V functional and the def2-TZVPD basis

Calculated values
HOMO energy: -9.67 eV
Kohn-Sham gap: 10.627 eV
Total charge: 0
Molecular weight: 74.08 g/mol
LUMO: 1.0 eV

CARTESIAN COORDINATES (ANGSTROEM)
C  0.64693  -0.58210  0.48117
C  0.51617  0.49792  -0.68400
N  -0.91661  0.64097  -0.87914
O  -1.47441  -0.55327  -0.40322
N  -0.71302  -0.95171  0.79917
H  1.17078  -1.46599  0.10232
H  1.16384  -0.18298  1.34836
H  0.97977  0.10445  -1.60230
H  0.98548  1.44638  -0.42330
H  -1.28294  1.41004  -0.30604
H  -1.07600  -0.36370  1.56700

Preferred: 3; penalty for the next structure: 13.6 kcal/mol.